This record from the Open Molecules 2025 dataset describes the molecule C18H23ClN2O2. The level of theory is wB97M-V/def2-TZVPD.

```
46
Properties=species:S:1:pos:R:3:forces:R:3
O 1.278514 3.439119 0.870945 0.128 0.372 -0.065
C 0.563361 2.464022 0.769939 -0.523 -0.057 0.145
N 1.032897 1.201393 0.827661 0.277 -0.526 -0.034
C 2.433352 0.912233 1.009318 0.177 0.185 0.235
C 3.019351 0.006047 -0.041213 0.055 0.006 0.061
C 2.306957 -0.431981 -1.149327 0.054 0.019 0.057
C 2.884010 -1.270378 -2.087967 -0.015 -0.040 -0.061
C 4.193369 -1.688237 -1.935143 -0.020 0.006 -0.009
C 4.926116 -1.264091 -0.839892 0.009 0.031 0.053
C 4.337548 -0.427258 0.091598 -0.142 -0.102 -0.214
Cl 5.274307 0.092547 1.453835 0.143 0.050 0.148
C -0.947254 2.625627 0.573639 -0.089 0.109 -0.089
C -1.212666 3.146713 -0.840256 0.159 0.004 0.057
C -0.794800 2.086457 -1.846789 -0.112 0.121 -0.105
C -1.219028 0.665724 -1.525142 0.193 0.230 -0.212
O -1.145612 -0.199506 -2.379612 0.069 -0.097 -0.324
N -1.594810 0.376022 -0.249620 -0.078 -0.135 0.108
C -2.013064 -0.986011 0.040772 -0.110 -0.328 -0.010
C -1.116469 -1.731087 1.045594 -0.004 0.015 -0.108
C -2.014219 -2.829329 1.644348 0.049 -0.119 0.053
C -3.414055 -2.607707 1.049495 -0.079 0.091 0.080
C -3.419217 -1.143450 0.623092 0.073 -0.091 -0.170
C -1.803009 1.381015 0.777184 -0.090 0.327 0.165
H 0.417046 0.417163 0.689022 -0.138 0.141 0.004
H 2.591830 0.456300 1.996280 0.035 0.139 -0.133
H 2.954650 1.876408 1.002213 -0.050 -0.198 0.100
H 1.286571 -0.117179 -1.297558 -0.128 0.043 -0.009
H 2.300818 -1.591121 -2.937079 -0.056 -0.036 -0.092
H 4.648811 -2.340564 -2.664063 0.046 -0.062 -0.065
H 5.949514 -1.577290 -0.704951 0.092 -0.010 0.039
H -1.259822 3.384857 1.298290 0.070 -0.129 -0.039
H -0.648524 4.064267 -1.010806 -0.073 0.004 0.013
H -2.275861 3.373517 -0.946365 -0.009 0.028 0.038
H 0.296686 2.067887 -1.931641 -0.028 -0.064 -0.041
H -1.179705 2.314807 -2.842519 0.075 -0.102 0.039
H -1.974382 -1.509052 -0.920226 -0.037 0.080 0.227
H -0.233557 -2.142293 0.557016 0.082 0.067 -0.007
H -0.781494 -1.057533 1.836923 0.058 0.061 0.018
H -2.045662 -2.741998 2.730361 0.023 -0.054 0.011
H -1.641516 -3.823686 1.405143 0.019 -0.034 0.083
H -3.553698 -3.241864 0.173643 -0.053 -0.027 -0.026
H -4.203748 -2.835568 1.763398 -0.050 -0.068 -0.043
H -3.552718 -0.503374 1.496096 -0.031 0.083 0.069
H -4.197378 -0.916160 -0.103498 -0.058 0.092 -0.010
H -2.857369 1.692550 0.774255 0.128 -0.023 0.132
H -1.596076 0.932062 1.753611 -0.040 -0.001 -0.069
```
Positions in Å, forces in eV/Å.

For the HOMO energy, the calculation gives -0.33517 Eh. Its total energy is -38638.748 eV. As for the spin multiplicity: 1. The calculation puts the energy relative to the best compared isomer or geometry (same formula, charge and spin) at 24.82 kJ/mol. Its SMILES is O=C(NCc1ccccc1Cl)[C@H]1CCC(=O)N(C2CCCC2)C1. The lowest unoccupied orbital energy comes out at 0.6 eV.

---

This record from the Open Molecules 2025 dataset describes a structure of composition C35H33BaClN4Si2 in a non-equilibrium geometry. The level of theory is wB97M-V/def2-TZVPD.

```
76
Properties=species:S:1:pos:R:3:forces:R:3
C -1.655482 -0.709842 5.437507 -3.703 -1.581 2.016
C -2.489982 -0.082942 4.480407 -3.625 -1.329 2.182
C -2.574182 -0.928142 3.350907 -3.942 -2.135 0.562
H -2.975382 0.872258 4.594007 0.103 0.181 -0.055
C -1.792682 -2.080042 3.604907 -3.510 -2.344 1.515
C -1.227482 -1.942442 4.892207 -3.235 -2.711 1.891
H -0.577882 -2.653542 5.374407 0.180 0.060 -0.052
H -1.397282 -0.320442 6.408507 0.214 0.126 -0.112
H -3.139182 -0.740742 2.454807 0.033 -0.073 -0.098
H -1.636782 -2.894142 2.917907 0.155 0.020 -0.148
Ba -0.407082 -0.270742 3.578307 17.357 9.017 0.277
Si 2.920118 0.132758 -5.103893 0.103 -0.010 0.195
C 1.925318 1.638758 -5.599793 0.071 0.003 0.064
C 2.333518 2.457658 -6.654693 -0.037 -0.039 0.038
H 3.228918 2.211058 -7.212693 0.042 0.001 0.019
C 1.605018 3.584758 -7.008793 -0.053 0.009 -0.012
H 1.936318 4.206058 -7.830693 0.006 0.013 -0.010
C 0.450518 3.910958 -6.312193 0.037 -0.024 -0.004
H -0.120382 4.788158 -6.587893 -0.002 0.015 0.003
C 0.026618 3.105958 -5.263393 -0.022 0.000 -0.012
H -0.875882 3.354858 -4.720293 -0.017 -0.007 -0.004
C 0.757418 1.981258 -4.912493 0.011 0.002 -0.056
H 0.407718 1.355958 -4.099793 -0.006 -0.009 0.086
C 2.001218 -1.439442 -5.536593 -0.081 0.034 -0.164
C 0.795218 -1.390642 -6.241493 0.094 -0.009 0.068
H 0.371918 -0.432742 -6.518693 0.016 0.021 -0.032
C 0.120018 -2.552742 -6.581993 -0.010 -0.131 0.014
H -0.813282 -2.495042 -7.126993 -0.018 0.000 -0.002
C 0.639118 -3.789142 -6.221993 -0.037 0.083 -0.035
H 0.111918 -4.696642 -6.485993 -0.007 -0.013 -0.001
C 1.832918 -3.857342 -5.518593 0.052 0.053 0.037
H 2.238618 -4.818342 -5.230793 0.007 -0.018 0.009
C 2.505418 -2.691742 -5.179093 -0.070 0.001 -0.033
H 3.432718 -2.760242 -4.622693 0.037 -0.014 0.024
H 3.190818 0.110858 -3.640493 -0.037 0.083 -0.136
Si -0.307682 -0.064042 1.106407 -0.092 0.466 -7.342
C -0.820782 -1.649242 0.206107 -0.144 0.221 -0.494
C -1.894482 -1.640842 -0.687893 -0.091 -0.231 -0.077
H -2.335882 -0.697242 -0.984693 -0.029 0.001 0.000
C -2.399182 -2.819142 -1.222293 -0.004 -0.018 0.002
H -3.228482 -2.783842 -1.917893 -0.019 -0.009 -0.021
C -1.832782 -4.038142 -0.879893 -0.018 -0.014 0.026
H -2.222082 -4.957842 -1.297793 0.010 -0.010 -0.003
C -0.760582 -4.068542 0.003307 0.036 -0.053 -0.018
H -0.304682 -5.014742 0.267607 0.003 -0.029 0.009
C -0.268682 -2.888942 0.540007 -0.090 0.022 -0.151
H 0.571618 -2.931142 1.221107 0.175 -0.031 0.106
C -1.369482 1.288058 0.296307 0.140 -0.124 -0.605
C -2.598082 1.637258 0.858807 0.139 0.134 0.031
H -2.910082 1.161258 1.781107 -0.110 0.050 -0.014
C -3.420582 2.591258 0.273407 -0.035 0.050 -0.021
H -4.369982 2.843858 0.729507 -0.015 0.006 0.007
C -3.021782 3.222458 -0.895693 -0.046 -0.012 0.005
H -3.656182 3.969458 -1.355793 -0.015 0.007 0.002
C -1.802782 2.889258 -1.473193 0.002 -0.002 0.027
H -1.486182 3.378158 -2.385993 0.009 0.027 -0.025
C -0.991282 1.930958 -0.884593 -0.127 0.257 -0.056
H -0.043582 1.681158 -1.344493 0.032 -0.010 -0.012
H 4.233918 0.210158 -5.799393 -0.108 -0.055 -0.015
Cl 1.666118 0.341358 0.234807 -0.120 -0.107 0.207
N 1.444418 2.727158 7.118907 0.844 -0.304 1.081
C 0.786818 3.720058 6.492007 -1.183 2.194 -0.950
C 0.122718 3.187558 5.401007 0.687 0.986 1.171
N 0.378518 1.867958 5.351207 0.742 -0.607 1.096
C 1.175218 1.622558 6.401307 -0.478 -1.352 -1.043
C 1.661718 0.278958 6.666007 -0.967 0.269 -1.414
N 1.345018 -0.730442 5.846707 0.406 1.197 0.552
C 1.983218 -1.807342 6.342207 0.791 0.145 1.446
C 2.666718 -1.423242 7.481107 0.649 -2.512 -0.091
N 2.463918 -0.106042 7.676407 0.300 1.074 0.849
H 2.038818 2.804458 7.974007 -0.971 -0.030 -1.389
H 0.792918 4.755658 6.804107 0.176 -0.249 0.185
H -0.491882 3.724258 4.691007 0.081 -0.194 0.047
H 1.938418 -2.801642 5.918007 -0.049 0.212 -0.022
H 3.267218 -2.057842 8.119207 -0.031 0.371 0.072
H 2.851418 0.482758 8.446107 -0.587 -1.013 -1.192
```
Positions in Å, forces in eV/Å.

For the HOMO energy, the calculation gives -0.18950 Eh. Its total energy is -71756.126 eV. As for the spin multiplicity: 1. The lowest unoccupied orbital energy comes out at -0.5 eV.

---

This record from the Open Molecules 2025 dataset describes the molecule C22H21N3O4S in a non-equilibrium geometry. The level of theory is wB97M-V/def2-TZVPD.

```
51
Properties=species:S:1:pos:R:3:forces:R:3
O 2.383766 -2.568656 -0.142259 -0.031 -0.076 0.224
C 2.132973 -1.622713 -0.861121 -0.118 -0.040 -0.218
N 3.049934 -1.037196 -1.673817 0.091 0.115 -0.381
C 4.462483 -1.173730 -1.402162 0.322 -0.005 -0.035
C 4.980519 0.056242 -0.630185 -0.212 -0.322 0.069
C 4.096052 0.330071 0.542858 0.309 -0.059 0.176
C 4.184142 -0.227960 1.784764 0.258 0.095 -0.338
N 3.133935 0.176601 2.559962 -0.083 -0.191 0.441
C 2.327471 0.996182 1.825996 -0.135 0.323 -0.484
C 1.133367 1.623623 2.159672 -0.022 0.102 0.098
C 0.515788 2.384040 1.191158 0.038 0.004 0.199
C 1.082228 2.536715 -0.077525 0.014 0.103 -0.201
C 2.268676 1.924785 -0.410903 0.013 0.052 0.100
C 2.907064 1.126001 0.540404 -0.131 0.031 0.501
C 0.781090 -0.978782 -0.896295 -0.311 0.001 0.215
C 0.264426 -0.337273 -2.018655 -0.091 -0.063 0.059
C -0.925762 0.361693 -1.923635 0.027 -0.011 -0.174
C -1.586518 0.415953 -0.711770 -0.527 0.297 0.136
S -3.053050 1.435696 -0.568645 -0.093 0.014 -0.411
O -3.492550 1.416758 0.790324 0.094 -0.276 0.016
O -2.795504 2.698338 -1.196791 0.124 -0.053 -0.267
N -4.196320 0.704265 -1.540728 0.438 0.591 0.366
C -4.427138 -0.723289 -1.420128 -0.182 -0.326 0.358
C -4.642983 -1.084140 0.010018 0.715 -0.892 -0.065
C -3.916231 -1.871118 0.855852 -0.360 0.233 -0.587
C -4.578211 -1.817336 2.105926 -0.439 0.284 0.085
C -5.651504 -1.003238 1.919655 0.375 -0.461 0.685
O -5.702822 -0.566448 0.654861 -0.327 0.324 -0.398
C -1.111409 -0.250685 0.398713 -0.066 -0.032 0.028
C 0.070687 -0.960469 0.300375 0.081 -0.070 -0.204
H 2.783048 -0.168477 -2.112347 -0.109 -0.079 0.122
H 5.006727 -1.294428 -2.343094 0.012 -0.074 0.090
H 4.578843 -2.074964 -0.797171 0.040 0.085 -0.122
H 6.002135 -0.138743 -0.302328 0.069 0.076 -0.087
H 4.990187 0.923582 -1.294058 0.111 0.037 -0.014
H 4.930898 -0.892470 2.174814 0.116 -0.141 0.076
H 2.967997 -0.108962 3.509587 0.024 0.035 -0.111
H 0.702060 1.510779 3.143202 -0.090 -0.004 0.111
H -0.424212 2.869641 1.404186 -0.107 0.047 0.064
H 0.565139 3.145632 -0.803862 -0.042 0.057 -0.092
H 2.701538 2.070503 -1.391539 0.026 0.014 -0.117
H 0.781476 -0.386761 -2.965832 0.062 0.032 -0.082
H -1.329089 0.896281 -2.769966 0.021 0.047 -0.164
H -4.118043 1.037491 -2.488126 0.055 0.179 -0.132
H -3.581764 -1.314400 -1.804334 -0.190 0.020 0.111
H -5.322505 -0.961529 -2.004929 0.154 0.039 0.003
H -3.028388 -2.421082 0.617038 0.184 -0.066 -0.126
H -4.289479 -2.313659 3.009350 -0.016 -0.064 0.234
H -6.424171 -0.673702 2.585206 -0.148 0.108 0.002
H -1.666726 -0.180972 1.319869 0.001 -0.024 0.153
H 0.479710 -1.487665 1.148427 0.054 -0.017 0.086
```
Positions in Å, forces in eV/Å.

For the HOMO energy, the calculation gives -0.29018 Eh. Its total energy is -46650.379 eV. As for the spin multiplicity: 1. The calculation puts the energy relative to the best compared isomer or geometry (same formula, charge and spin) at 134.12 kJ/mol. Its SMILES is O=C(NCCc1c[nH]c2ccccc12)c1ccc(S(=O)(=O)NCc2ccco2)cc1. The lowest unoccupied orbital energy comes out at 0.3 eV.